1.
The following is a DFT calculation (ωB97M-V/def2-TZVPD) of a 2-piece molecular cluster, CN4S overall at a distorted geometry.

Its charge is -2. For the HOMO energy, the calculation gives 0.0243 Eh. For the strongest force on any atom, the calculation gives 2.90 eV/A. Its LUMO energy is 5.85 eV. The value obtained for the molecular weight is 100.1 g/mol. As for the total energy: -17830.1483 eV.

Last columns: bonded neighbours and bond lengths (Å).
Positions of all 6 atoms, in Å:
1 S -3.34 -0.40 0.27  C6 1.615
2 N 2.06 1.05 -0.04  N4 1.166, N5 1.155
3 N -1.00 -1.71 -0.16  C6 1.159
4 N 3.19 1.19 0.19  N2 1.166
5 N 0.94 0.79 -0.20  N2 1.155
6 C -1.85 -0.92 -0.06  S1 1.615, N3 1.159

Calculated atomic charges, method Löwdin, unit e: S 0.1693; N -0.7024; N -0.0594; N -0.1927; N -0.0524; C -1.1624

***

2.
The following is a DFT calculation (ωB97M-V/def2-TZVPD) of a 2-piece molecular cluster, CNO2S2 overall at a distorted geometry.

Its charge is -1. For the HOMO energy, the calculation gives -0.1574 Eh. For the strongest force on any atom, the calculation gives 3.53 eV/A. Its LUMO energy is 1.57 eV. The value obtained for the molecular weight is 122.2 g/mol. As for the total energy: -28293.0965 eV.

Last columns: bonded neighbours and bond lengths (Å).
Positions of all 6 atoms, in Å:
1 S -0.49 0.66 0.83  S2 1.951, O4 1.507
2 S -0.50 0.31 2.75  S1 1.951
3 O 1.38 -1.43 -0.68  C6 1.224
4 O -1.90 0.50 0.32  S1 1.507
5 N 0.60 0.45 -1.91  C6 1.158
6 C 0.90 -0.50 -1.31  O3 1.224, N5 1.158

Calculated atomic charges, method Löwdin, unit e: S 0.4354; S 0.1254; O -0.1268; O -0.5932; N -0.0194; C -0.8213

***

3.
The following is a DFT calculation (ωB97M-V/def2-TZVPD) of an isolated ion of composition CNO4S and charge -1 at a distorted geometry.

Its charge is -1. For the HOMO energy, the calculation gives -0.1762 Eh. For the strongest force on any atom, the calculation gives 5.33 eV/A. Its LUMO energy is 3.55 eV. Its structure (SMILES) is O=[N+]([O-])OC([O-])=S. The value obtained for the molecular weight is 122.1 g/mol. As for the total energy: -21550.1250 eV.

Last columns: bonded neighbours and bond lengths (Å).
Positions of all 7 atoms, in Å:
1 S -2.55 0.76 -0.11  C7 1.575
2 O 2.09 0.65 0.39  N6 1.247
3 O 0.02 0.71 0.59  N6 1.267, C7 1.755
4 O -1.03 -1.35 0.01  C7 1.167
5 O 0.99 -0.29 -1.13  N6 1.189
6 N 1.00 0.31 -0.11  O2 1.247, O3 1.267, O5 1.189
7 C -1.38 -0.25 0.17  S1 1.575, O3 1.755, O4 1.167

Calculated atomic charges, method Löwdin, unit e: S 0.6109; O -0.0309; O -0.0719; O 0.0221; O 0.0567; N -0.5558; C -1.0311